1.
70
Properties=species:S:1:pos:R:3:forces:R:3 method="wB97M-V/def2-TZVPD" multiplicity=3 total_charge=0 homo_energy_ev="-7.09 / -7.11" orbital_gap_ha="0.2340 / 0.2330" total_energy_ha=-3463.71965
V -1.023 -0.271 -0.839 2.81 4.98 -2.73
Cl -1.426 -7.564 -0.654 0.00 -0.08 -0.02
C -1.488 -5.835 -0.576 -0.17 -0.11 0.21
C -2.303 -5.230 0.385 0.23 0.04 -0.26
C -2.353 -3.859 0.468 -0.10 0.35 0.13
Cl -3.416 -3.133 1.620 0.05 0.02 0.02
C -1.585 -3.030 -0.378 0.62 -0.81 -0.48
O -1.573 -1.733 -0.290 -3.05 -5.49 1.95
C -0.794 -3.675 -1.371 -0.75 -0.20 0.92
C -0.032 -2.906 -2.303 0.45 0.49 -0.53
O 0.029 -1.679 -2.381 -0.29 -0.20 0.31
C -0.759 -5.077 -1.447 0.23 0.30 -0.30
H -2.897 -5.831 1.058 -0.01 -0.01 0.00
H 0.547 -3.489 -3.034 0.02 -0.06 0.01
H -0.142 -5.542 -2.206 -0.02 -0.06 0.03
C 1.726 -2.111 0.546 -0.17 0.09 -0.07
Si 0.932 -0.365 0.730 0.79 0.06 0.13
C 0.551 -0.298 2.653 0.10 0.11 -0.16
C -0.504 -1.372 2.932 0.03 0.04 -0.11
C -0.020 1.048 3.111 0.06 -0.09 -0.09
C 1.782 -0.609 3.517 -0.01 0.00 -0.07
C 2.413 0.804 0.182 -0.01 -0.09 0.31
C 1.976 2.262 0.006 -0.02 -0.15 0.00
C 2.932 0.289 -1.163 0.06 -0.03 0.16
C 3.583 0.767 1.173 -0.09 0.06 -0.06
H 2.613 -2.229 1.173 0.01 0.01 -0.03
H 2.026 -2.304 -0.486 0.01 0.01 0.02
H 1.021 -2.897 0.828 0.02 -0.01 0.03
H -1.400 -1.193 2.338 -0.09 -0.05 0.01
H -0.791 -1.352 3.990 0.00 -0.01 0.02
H -0.126 -2.374 2.709 -0.07 -0.01 0.02
H -0.991 1.233 2.657 -0.01 0.06 0.05
H 0.642 1.880 2.857 -0.01 0.03 0.03
H -0.150 1.049 4.200 0.01 -0.01 0.01
H 2.317 -1.498 3.176 0.00 0.02 0.06
H 1.461 -0.790 4.549 0.00 0.00 0.01
H 2.482 0.226 3.534 -0.02 -0.10 0.07
H 1.273 2.361 -0.827 -0.08 0.04 0.01
H 2.845 2.893 -0.219 0.00 0.00 -0.02
H 1.504 2.654 0.910 -0.02 0.05 -0.04
H 2.117 0.123 -1.863 -0.07 -0.04 -0.18
H 3.470 -0.654 -1.040 -0.01 0.03 -0.05
H 3.626 1.015 -1.605 0.00 0.00 -0.01
H 3.328 1.267 2.107 0.07 0.04 -0.03
H 4.454 1.282 0.748 0.01 -0.01 -0.01
H 3.877 -0.259 1.405 0.05 0.04 0.04
N 1.133 4.393 -4.454 -0.07 -0.07 -0.02
C 0.473 3.346 -3.885 -0.10 -0.13 0.04
C 0.862 2.022 -4.119 0.01 -0.01 0.03
C 0.223 1.002 -3.454 0.07 0.24 -0.10
N -0.785 1.186 -2.581 0.16 -0.25 -0.01
C -1.249 2.444 -2.484 -0.17 0.00 -0.03
C -0.664 3.529 -3.090 0.06 0.10 -0.12
H 2.047 4.225 -4.834 0.01 0.07 -0.01
H 0.953 5.319 -4.107 0.04 0.02 -0.02
H 1.678 1.797 -4.794 0.00 -0.02 0.02
H 0.526 -0.016 -3.631 0.08 -0.08 0.14
H -2.142 2.574 -1.891 0.09 0.01 0.13
H -1.076 4.521 -2.953 -0.05 -0.04 0.07
C -3.724 2.687 1.875 -0.05 0.00 -0.03
C -2.540 3.139 1.307 0.08 0.05 -0.05
C -1.765 2.280 0.540 -0.13 0.01 0.11
C -2.137 0.951 0.277 -0.60 0.82 0.51
C -3.344 0.535 0.858 0.00 0.07 -0.06
C -4.118 1.376 1.649 -0.07 -0.02 0.04
H -4.333 3.351 2.475 0.01 -0.02 0.04
H -2.208 4.157 1.475 -0.01 -0.01 0.03
H -0.824 2.660 0.159 0.06 0.04 -0.02
H -3.701 -0.473 0.691 0.03 -0.07 0.03
H -5.033 0.999 2.091 -0.01 0.04 -0.01

---

2.
7
Properties=species:S:1:pos:R:3:forces:R:3 method="wB97M-V/def2-TZVPD" total_charge=0 homo_energy_ev="-11.02 / -11.33" orbital_gap_ha="0.2986 / 0.3023" total_energy_ha=-361.21102
C -0.076 1.369 0.684 0.32 -3.13 -1.74
C -0.184 -0.624 0.171 -0.33 4.41 3.48
N 0.125 2.505 0.659 -0.14 -0.10 0.27
N -0.027 -0.797 -1.216 0.58 -0.59 -2.64
O 1.005 -0.653 -1.880 -2.31 0.16 3.01
F -1.429 -0.869 0.700 1.83 -0.28 -1.90
H 0.585 -0.932 0.882 0.06 -0.47 -0.49

---

3.
9
Properties=species:S:1:pos:R:3:forces:R:3 method="wB97M-V/def2-TZVPD" total_charge=0 homo_energy_ev=-9.28 orbital_gap_ha=0.3702 total_energy_ha=-631.36618
C 0.736 -0.017 -0.392 0.30 -1.18 -1.68
C 0.408 0.442 0.960 -1.67 -0.85 -0.22
H -2.225 -1.181 -1.766 0.35 0.45 0.39
H 1.792 -0.051 -0.639 0.17 0.04 -0.09
H -0.327 1.238 0.853 -0.02 0.44 0.48
H -0.118 -0.424 1.450 0.54 0.75 0.10
N -0.061 -0.497 -1.280 -0.06 0.80 1.09
F 1.516 0.843 1.620 0.49 0.22 0.54
S -1.720 -0.352 -0.806 -0.10 -0.67 -0.60

---

4.
95
Properties=species:S:1:pos:R:3:forces:R:3 method="wB97M-V/def2-TZVPD" multiplicity=5 total_charge=+3 homo_energy_ev="-16.05 / -17.19" orbital_gap_ha="0.2472 / 0.2151" total_energy_ha=-2451.97044
C -1.955 1.918 -1.470 0.07 0.56 -0.38
C -2.633 0.439 0.129 -0.83 1.05 0.40
C -3.259 2.102 -1.924 0.08 -0.18 -0.20
C -3.994 0.713 -0.116 0.42 -0.63 0.00
C -4.307 1.545 -1.195 0.32 0.58 0.33
H -3.391 2.625 -2.870 -0.24 -0.18 0.24
H -4.772 0.218 0.473 0.24 -0.14 -0.50
H -5.339 1.708 -1.495 0.13 -0.01 0.13
N -1.705 1.304 -0.311 0.77 -1.85 -0.77
P 0.759 2.501 -1.395 0.09 0.93 -2.43
P -1.561 -1.680 2.189 -0.77 -1.20 -0.74
C -0.756 2.149 -2.369 -0.41 -0.12 0.10
H -0.571 1.208 -2.919 -0.22 0.22 0.32
H -0.985 2.905 -3.130 0.32 -0.17 0.26
C -2.164 -0.975 0.449 -0.37 1.18 3.02
H -3.058 -1.575 0.307 0.27 -0.33 0.01
C -1.761 -3.535 1.955 -0.07 -0.51 0.00
C -0.810 -1.079 3.810 0.37 0.93 0.25
C 2.199 1.965 -2.467 0.12 0.07 0.05
C 0.583 4.360 -1.197 0.29 0.22 0.48
C -0.452 -4.111 1.376 0.20 0.05 0.00
H 0.415 -3.903 2.018 -0.21 -0.11 -0.12
H -0.572 -5.203 1.296 0.07 0.34 0.02
H -0.240 -3.717 0.372 -0.06 -0.18 0.26
C -2.097 -4.220 3.294 -0.07 0.11 0.25
H -1.316 -4.111 4.052 -0.35 -0.11 -0.21
H -3.052 -3.850 3.692 0.26 -0.16 -0.03
H -2.214 -5.296 3.098 0.05 0.31 0.03
C -2.930 -3.862 0.998 0.05 0.27 -0.08
H -3.067 -4.954 0.979 0.08 0.34 0.08
H -3.867 -3.409 1.352 0.13 -0.18 -0.15
H -2.721 -3.547 -0.033 -0.15 -0.23 0.33
C 0.314 -1.975 4.358 0.13 -0.36 -0.29
H 1.233 -1.868 3.765 -0.25 -0.04 0.10
H 0.540 -1.632 5.380 -0.18 0.00 -0.29
H 0.063 -3.038 4.424 0.12 0.41 0.01
C -0.221 0.327 3.608 -0.04 0.15 -0.19
H 0.592 0.311 2.864 -0.21 -0.12 0.37
H -0.983 1.046 3.280 0.11 -0.06 0.12
H 0.204 0.678 4.563 -0.22 -0.13 -0.29
C -2.041 -1.003 4.727 -0.38 -0.08 0.03
H -2.481 -1.989 4.928 0.17 0.29 -0.01
H -1.757 -0.550 5.687 0.04 -0.10 -0.19
H -2.809 -0.366 4.263 0.13 -0.12 0.29
C 1.918 4.992 -0.775 0.08 0.25 0.05
H 1.732 6.065 -0.609 0.12 -0.32 0.01
H 2.311 4.579 0.160 0.00 0.12 -0.24
H 2.683 4.917 -1.559 -0.23 0.02 0.26
C -0.482 4.612 -0.113 0.02 0.03 0.01
H -1.474 4.273 -0.436 0.18 0.12 0.12
H -0.233 4.123 0.836 -0.16 0.24 -0.13
H -0.534 5.698 0.063 -0.05 -0.35 0.00
C 0.118 5.047 -2.494 -0.02 -0.07 -0.25
H 0.159 6.133 -2.323 -0.01 -0.31 -0.02
H 0.764 4.817 -3.349 -0.26 0.16 0.23
H -0.919 4.798 -2.748 0.24 0.19 0.06
C 1.977 0.508 -2.922 -0.11 -0.05 0.04
H 1.238 0.446 -3.733 0.22 -0.04 0.17
H 2.933 0.114 -3.304 -0.34 0.15 0.09
H 1.646 -0.145 -2.100 0.16 0.15 -0.24
C 3.486 2.041 -1.630 0.11 0.06 0.03
H 3.446 1.368 -0.766 0.06 0.08 -0.13
H 4.325 1.728 -2.269 -0.20 0.08 0.23
H 3.699 3.056 -1.276 -0.02 -0.27 -0.09
C 2.340 2.851 -3.710 0.12 0.06 -0.26
H 1.427 2.861 -4.319 0.21 0.03 0.10
H 2.635 3.881 -3.474 -0.09 -0.32 -0.06
H 3.142 2.421 -4.330 -0.22 0.13 0.13
Pd 0.569 0.942 0.359 -0.01 -0.74 -0.57
C 1.332 2.293 1.377 2.34 4.73 4.67
O 1.896 3.089 2.006 -1.75 -2.67 -2.38
N 0.130 -0.867 -0.356 -2.45 -1.33 0.41
C -1.068 -1.318 -0.452 1.77 -1.17 -2.88
C -1.331 -2.177 -1.657 0.22 0.56 0.36
C -0.208 -2.781 -2.237 0.08 -0.18 -0.32
C -2.605 -2.328 -2.225 0.10 -0.01 0.10
C -0.360 -3.581 -3.364 -0.02 0.14 0.05
H 0.777 -2.612 -1.792 -0.37 -0.28 -0.17
C -2.751 -3.133 -3.350 0.00 0.17 0.14
H -3.462 -1.814 -1.775 0.20 -0.27 -0.31
C -1.631 -3.758 -3.920 -0.08 0.20 0.21
H 0.520 -4.056 -3.795 -0.30 0.05 0.00
H -3.746 -3.264 -3.776 0.33 -0.02 0.01
H -1.764 -4.372 -4.807 0.07 0.04 0.17
C 5.078 -1.461 1.651 -0.02 -0.01 -0.09
C 4.224 -1.884 0.633 -0.60 0.34 0.00
C 3.015 -1.208 0.452 0.48 -0.32 -0.08
N 2.655 -0.150 1.192 -0.34 -0.13 -0.11
C 3.450 0.236 2.198 0.80 -0.28 0.06
C 4.680 -0.392 2.451 -0.57 0.28 -0.03
H 6.032 -1.962 1.817 -0.24 0.17 -0.02
H 4.447 -2.713 -0.034 0.13 0.12 0.26
H 2.302 -1.536 -0.305 0.38 0.17 0.19
H 3.128 1.066 2.827 0.09 -0.20 -0.25
H 5.293 -0.016 3.266 -0.07 -0.17 -0.17

---

5.
76
Properties=species:S:1:pos:R:3:forces:R:3 method="wB97M-V/def2-TZVPD" multiplicity=2 total_charge=+1 homo_energy_ev="-9.55 / -10.08" orbital_gap_ha="0.1982 / 0.2176" total_energy_ha=-6446.92365
Cu 0.217 0.789 -0.114 0.55 0.25 -0.07
N 5.309 1.936 -0.048 0.02 0.04 0.00
C 4.583 0.812 -0.078 0.04 0.01 -0.01
N 3.311 1.101 -0.241 -0.02 0.03 0.02
C 3.321 2.464 -0.300 0.01 -0.04 -0.01
N 4.516 3.006 -0.191 0.00 0.00 0.04
C 2.130 3.304 -0.494 0.08 -0.08 0.04
C 2.257 4.688 -0.617 -0.05 0.06 -0.05
N 1.213 5.477 -0.819 0.06 -0.02 0.02
C 0.028 4.885 -0.920 -0.04 -0.07 0.00
C -0.113 3.514 -0.799 -0.01 0.09 -0.09
N 0.937 2.721 -0.568 -0.38 -0.11 0.05
H 6.304 2.052 0.058 -0.03 0.00 -0.01
H 5.021 -0.167 0.023 -0.04 -0.04 0.00
H 3.233 5.149 -0.551 0.02 0.00 0.00
H -0.836 5.512 -1.100 0.02 0.01 0.00
H -1.080 3.036 -0.910 0.02 0.00 0.01
O -1.167 -0.689 2.323 -0.04 -0.06 -0.18
C 0.008 -0.859 2.048 -0.01 0.08 0.41
O 0.870 -0.005 1.632 -0.03 -0.02 -0.12
C 0.597 -2.244 2.282 -0.16 0.03 -0.04
C -0.202 -3.406 2.140 0.01 -0.06 -0.01
C 0.282 -4.610 2.557 -0.04 0.06 -0.06
C 1.542 -4.695 3.202 0.13 0.04 0.05
C 2.306 -3.581 3.414 -0.02 -0.22 -0.02
C 1.859 -2.336 2.931 0.12 0.14 -0.12
H -1.181 -3.298 1.691 -0.01 0.00 0.01
H -0.307 -5.508 2.430 -0.01 0.00 0.00
H 1.886 -5.657 3.557 0.00 0.00 0.01
H 3.245 -3.648 3.945 0.01 0.01 -0.01
H 2.374 -1.418 3.184 -0.06 0.00 0.11
O -0.996 0.456 -1.653 0.02 -0.03 0.05
N -1.421 -0.330 -0.656 0.03 0.05 0.03
Te 2.272 -1.994 0.465 0.00 -0.03 -0.10
C 2.618 -3.986 0.126 0.01 -0.17 0.00
C 1.794 -4.846 -0.573 -0.03 0.10 0.09
C 2.338 -6.138 -0.717 0.08 -0.02 0.03
C 3.570 -6.246 -0.126 -0.07 -0.04 -0.06
S 4.065 -4.794 0.595 0.01 0.04 0.01
H 0.835 -4.537 -0.966 -0.01 -0.01 -0.01
H 1.855 -6.950 -1.237 -0.01 -0.01 -0.01
H 4.203 -7.119 -0.100 0.03 0.00 0.01
C -4.965 2.471 -3.667 0.01 -0.02 0.01
C -4.982 3.128 -2.447 0.00 0.00 0.01
C -4.412 2.534 -1.328 -0.02 0.04 0.02
C -3.827 1.278 -1.434 0.00 -0.04 -0.01
C -3.790 0.628 -2.667 0.02 -0.01 0.00
C -4.366 1.222 -3.777 0.00 0.01 -0.01
As -3.008 0.407 0.070 -0.26 0.01 -0.01
C -3.075 1.698 1.503 0.06 -0.03 -0.02
C -1.935 2.314 2.000 0.02 0.02 -0.02
C -2.049 3.277 2.992 -0.01 0.00 0.01
C -3.298 3.614 3.494 0.00 -0.01 -0.01
C -4.436 2.984 3.011 0.01 0.00 0.00
C -4.328 2.026 2.014 -0.01 0.00 0.03
C -4.150 -1.024 0.640 0.01 0.01 0.00
C -4.130 -1.429 1.971 0.03 0.01 0.04
C -4.956 -2.465 2.380 0.00 0.00 -0.01
C -5.795 -3.092 1.469 0.00 0.00 0.01
C -5.812 -2.685 0.143 0.01 0.01 -0.01
C -4.991 -1.649 -0.276 0.00 -0.01 0.00
H -5.411 2.934 -4.537 -0.01 0.01 0.00
H -5.439 4.104 -2.360 0.00 0.00 0.00
H -4.428 3.061 -0.383 0.01 -0.03 0.01
H -3.291 -0.328 -2.767 0.00 0.01 0.01
H -4.337 0.716 -4.733 0.00 0.00 0.00
H -0.950 2.023 1.652 -0.04 0.00 0.01
H -1.159 3.754 3.382 0.01 0.00 0.00
H -3.384 4.361 4.271 0.00 0.00 0.01
H -5.409 3.236 3.410 -0.01 0.00 0.00
H -5.221 1.533 1.646 0.02 -0.01 -0.01
H -3.469 -0.946 2.680 -0.04 -0.02 -0.04
H -4.947 -2.779 3.416 0.00 0.00 0.01
H -6.442 -3.895 1.796 0.00 -0.01 0.00
H -6.470 -3.167 -0.568 -0.01 -0.01 0.00
H -5.022 -1.326 -1.308 0.00 0.01 0.00

---

6.
13
Properties=species:S:1:pos:R:3:forces:R:3 method="wB97M-V/def2-TZVPD" total_charge=0 smiles=c1[nH]cc2c1CN2 homo_energy_ev=-7.87 orbital_gap_ha=0.3265 total_energy_ha=-303.45640
C 1.613 -0.782 0.173 0.13 -2.03 2.89
C -0.233 -0.346 -0.751 0.27 1.54 1.33
C -1.095 0.749 -0.954 0.25 -0.71 -1.68
C -0.668 0.531 1.307 -3.84 -1.29 1.51
C 0.050 -0.467 0.657 1.29 0.59 -1.14
H 2.262 -1.855 0.504 -2.22 3.02 -0.97
H 2.255 0.101 0.672 -1.34 -1.67 -2.18
H 1.076 -1.750 -1.673 -0.13 2.18 1.09
H -1.318 1.459 -1.817 0.16 -1.62 1.13
H -2.203 1.717 0.435 -1.90 1.85 0.57
H -1.205 0.398 2.370 1.72 0.87 -2.28
N 1.027 -0.787 -1.193 2.49 -1.64 -2.01
N -1.560 1.031 0.269 3.11 -1.07 1.73